DFT (ωB97M-V/def2-TZVPD) results for a molecular structure, C24H30CuN3O4Se2Si2.

## Properties
multiplicity = 2
total charge = -1
gap between HOMO and LUMO (alpha / beta) = 0.2481 / 0.2318 Eh
DFT total energy = -229126.621 eV
E_LUMO (alpha / beta) = 2.536 / 2.102 eV
molecular weight = 702.2 g mol⁻¹
⟨S²⟩ = 0.75
strongest force on any atom = 0.95 eV/Å
ΔE to the lowest compared entry with this formula, charge and spin = 1.651 eV

The geometry in XYZ format:
```
66
C24H30CuN3O4Se2Si2, DFT ωB97M-V/def2-TZVPD
Cu 0.48782 -0.52352 -1.07771
O 0.17063 -4.23871 0.65636
C 0.07907 -3.15235 0.10036
O 1.01105 -2.31393 -0.10288
C -1.27430 -2.73697 -0.49245
C -2.33968 -3.59342 -0.74206
C -3.41657 -3.10111 -1.46574
C -3.39583 -1.79240 -1.93072
C -2.30726 -0.99440 -1.60649
N -1.31391 -1.47659 -0.88122
C -2.03925 0.42585 -2.12636
O -2.96597 1.07205 -2.60070
O -0.82772 0.77602 -2.04790
H -2.29074 -4.61716 -0.40389
H -4.25076 -3.74935 -1.70458
H -4.18051 -1.38898 -2.55186
Se 3.96336 -2.67884 0.19659
Se 4.02115 -1.07229 -1.42144
C 2.66320 -1.76890 -2.58574
C 2.85965 -2.97795 -3.23531
C 1.92133 -3.38832 -4.16360
C 0.83811 -2.55685 -4.42560
C 0.71941 -1.38080 -3.71441
N 1.60365 -0.99707 -2.79189
C 3.22317 -1.57556 1.55658
C 2.97111 -2.04737 2.83994
C 2.47246 -1.14133 3.75798
C 2.23621 0.16913 3.36616
C 2.52646 0.52821 2.05963
N 3.02776 -0.32761 1.18889
H 3.73849 -3.56599 -3.01179
H 2.03668 -4.32692 -4.68624
H 0.09990 -2.82312 -5.16479
H -0.10395 -0.69759 -3.87051
H 3.13798 -3.08490 3.09190
H 2.25926 -1.44989 4.77186
H 1.83428 0.89432 4.05475
H 2.34800 1.52911 1.68709
C -1.35918 2.47598 3.60385
Si -1.55903 1.30130 2.08830
C -3.33236 1.64370 1.43977
C -1.42477 -0.49507 2.71105
C -0.20572 1.57067 0.84891
Si 0.21676 3.09593 -0.13335
C 1.65180 2.69815 -1.32357
C -1.26780 3.87903 -1.04928
C 0.80511 4.46939 1.08572
H -1.66626 1.98937 4.52545
H -1.96795 3.36736 3.48430
H -0.32829 2.79460 3.72109
H -4.09580 1.38878 2.17235
H -3.52881 1.07588 0.53529
H -3.44801 2.69562 1.19389
H -2.08408 -0.70820 3.54697
H -0.40878 -0.71047 3.02765
H -1.66085 -1.19077 1.91265
H 0.27036 0.65298 0.49032
H 1.31895 1.92811 -2.01253
H 2.51775 2.30822 -0.79518
H 1.97165 3.56146 -1.90232
H -1.75206 3.13573 -1.67159
H -0.95992 4.70624 -1.68497
H -2.00298 4.25428 -0.34196
H 1.65524 4.15324 1.68142
H 0.00780 4.73387 1.77201
H 1.09348 5.37011 0.55153
```

***

DFT (ωB97M-V/def2-TZVPD) results for a molecular structure, C3H4LiO4 at a distorted geometry.

## Properties
total charge = -1
gap between HOMO and LUMO = 0.2162 Eh
DFT total energy = -11570.071 eV
E_LUMO = 2.795 eV
molecular weight = 111.0 g mol⁻¹
strongest force on any atom = 3.18 eV/Å
ΔE to the lowest compared entry with this formula, charge and spin = 2.455 eV

The geometry in XYZ format:
```
12
C3H4LiO4, DFT ωB97M-V/def2-TZVPD
O 1.01362 1.40173 -0.06376
C -0.00213 0.74215 0.24752
C 2.31637 -0.17686 -0.52194
O -1.19776 1.07964 0.31500
O 0.15981 -0.63178 0.20874
C 1.51974 -1.10282 0.15018
H 3.29235 0.07505 -0.08618
H 2.14720 -0.04678 -1.59692
H 1.81529 -1.35039 1.17868
Li -1.82730 -0.74685 0.49392
O -4.14400 0.36259 -0.09162
H -5.09318 0.39432 -0.23362
```

***

DFT (ωB97M-V/def2-TZVPD) results for a molecular structure, C36H28Cl2N12O2STa at a distorted geometry.

## Properties
total charge = +3
gap between HOMO and LUMO = 0.2124 Eh
DFT total energy = -97172.103 eV
E_LUMO = -10.240 eV
molecular weight = 944.6 g mol⁻¹
strongest force on any atom = 4.35 eV/Å
ΔE to the lowest compared entry with this formula, charge and spin = 0.494 eV

The geometry in XYZ format:
```
82
C36H28Cl2N12O2STa, DFT ωB97M-V/def2-TZVPD
Ta 0.08585 -0.11473 -0.04961
C 3.28179 2.01822 2.42156
C 3.71676 3.04729 1.54019
C 3.51443 2.86980 0.17206
C 2.82371 1.67268 -0.25613
N 2.08207 0.95486 0.62641
C 2.43085 1.05396 1.97349
N 2.98049 1.27109 -1.53350
C 2.43427 0.20861 -2.03959
N 1.44860 -0.68912 -1.52568
C 1.44038 -1.76806 -2.41883
N 0.95791 -2.93649 -2.21072
C 0.25169 -3.35142 -1.12029
C -0.25937 -4.71977 -1.19122
C -0.53982 -5.34996 -0.00838
C -0.60415 -4.63833 1.19751
C -0.26658 -3.32398 1.12388
N 0.16544 -2.65569 0.01866
C 2.27602 -1.46160 -3.61877
C 2.64608 -2.21071 -4.73817
C 3.35894 -1.60213 -5.77722
C 3.72086 -0.23599 -5.64442
C 3.57885 0.42036 -4.43691
C 2.82321 -0.19590 -3.42699
H 3.69652 1.92228 3.40337
H 4.18301 3.90238 1.98394
H 3.86613 3.59000 -0.58328
H 2.12425 0.25109 2.60654
H -0.34277 -5.18056 -2.16686
H -0.69007 -6.45091 -0.02674
H -1.06142 -5.03290 2.14473
H -0.21963 -2.78998 2.04436
H 2.36570 -3.27132 -4.79979
H 3.47811 -2.13139 -6.70371
H 4.09442 0.27689 -6.47164
H 4.04236 1.39692 -4.23532
Cl 1.48605 -1.65560 4.32347
C 0.21192 -0.48362 4.11195
C -0.31673 0.25082 5.17009
C -1.35215 1.17920 4.94380
Cl -2.04647 1.95450 6.31626
C -1.81252 1.48422 3.66446
C -3.00498 2.20802 3.33829
C -3.26876 2.39509 1.99915
C -2.55003 1.73682 0.97831
N -1.48176 0.94993 1.23764
C -1.14912 0.77330 2.58619
C -0.13798 -0.18267 2.79638
O 0.49810 -0.75363 1.71246
H -0.04921 0.03484 6.17636
H -3.59537 2.65901 4.11311
H -4.00509 3.12301 1.71491
H -2.85948 1.84369 -0.10045
C -4.74240 -4.37761 1.42291
C -4.02418 -3.59499 0.40601
N -3.86333 -4.02540 -0.80711
N -3.08949 -3.02150 -1.43885
C -2.81276 -2.01323 -0.60852
S -2.05288 -0.55791 -1.17649
N -3.42442 -2.29835 0.55761
N -3.18860 -1.54352 1.72348
H -4.60212 -5.45190 1.26688
H -5.85122 -4.24280 1.28171
H -4.50519 -3.98813 2.44044
H -2.83821 -3.09194 -2.41241
H -2.81219 -0.64217 1.40354
H -4.02750 -1.27928 2.21622
N 1.03571 5.35924 0.95290
C 0.81998 5.41952 -0.37439
O 0.84490 6.55001 -0.94188
C 0.48600 4.14338 -1.06203
C 0.51098 4.16557 -2.47800
C 0.37068 2.96495 -3.15172
C -0.06061 1.85073 -2.47578
N -0.15203 1.83366 -1.11423
C 0.14888 2.97509 -0.39897
H 1.28472 6.25589 1.41529
H 1.04265 4.45925 1.42394
H 0.79328 5.17803 -2.91046
H 0.40634 2.92558 -4.27166
H -0.27807 0.92379 -2.94510
H 0.12976 2.86160 0.70138
```

***

DFT (ωB97M-V/def2-TZVPD) results for a single C4H6P2 molecule at a distorted geometry.

## Properties
gap between HOMO and LUMO = 0.2548 Eh
DFT total energy = -22816.843 eV
E_LUMO = -0.525 eV
molecular weight = 116.0 g mol⁻¹
strongest force on any atom = 5.88 eV/Å
ΔE to the lowest compared entry with this formula, charge and spin = 4.153 eV

The geometry in XYZ format:
```
12
C4H6P2, DFT ωB97M-V/def2-TZVPD
C -0.27357 0.24754 1.30970
C -1.52183 -0.12351 1.50151
C 0.25069 0.27682 -0.79578
C 1.71367 0.18623 -0.67250
P -2.62712 -0.49126 0.16627
P -1.08621 -0.66732 -1.17625
H 0.62287 0.66318 1.78863
H -1.85393 0.11330 2.50894
H 1.99652 0.06791 -1.78788
H 2.17366 -0.64973 -0.14274
H 1.99800 1.05493 -0.15109
H -1.39275 -0.67809 -2.54881
```

***

DFT (ωB97M-V/def2-TZVPD) results for a single C5H4N2 molecule at a distorted geometry.

## Properties
gap between HOMO and LUMO (alpha / beta) = 0.2614 / 0.2616 Eh
DFT total energy = -8223.212 eV
E_LUMO (alpha / beta) = -1.139 / -1.138 eV
molecular weight = 92.1 g mol⁻¹
strongest force on any atom = 1.32 eV/Å
ΔE to the lowest compared entry with this formula, charge and spin = 6.282 eV

The geometry in XYZ format:
```
11
C5H4N2, DFT ωB97M-V/def2-TZVPD
C -0.41315 -2.60016 -0.33443
C -0.48675 -1.22481 -0.65555
C -0.35091 -0.08303 0.08836
N -0.63233 0.61364 1.18610
C 0.07455 1.33688 0.10669
C 1.50371 1.60131 0.26914
N 2.62523 1.83783 0.41956
H -0.83954 -3.18605 -1.18423
H -0.78013 -0.79290 -1.60335
H -0.22229 0.35543 2.06858
H -0.47837 2.14186 -0.36086
```

***

> Look up the molecular weight of the second one.

111.0 g mol⁻¹

***

> The highest molecular weight belongs to which entry?

C36H28Cl2N12O2STa